Entry 1:
16
Properties=species:S:1:pos:R:3:forces:R:3 method="wB97M-V/def2-TZVPD" charge=0 fmax_ev_per_a=0.46 smiles="CC(=O)[C@H]1CN1C" energy_ev=-8866.9576
C 1.1331 -0.5085 1.3582 0.064 -0.101 0.017
C 0.9551 0.8426 0.7014 -0.059 0.237 0.165
O 1.3074 1.8484 1.2858 -0.024 -0.396 -0.230
C 0.3037 1.0214 -0.6448 0.153 0.179 0.040
C 0.0971 -0.0204 -1.6915 0.104 -0.166 -0.186
N -1.0329 0.5019 -0.9613 0.000 -0.062 0.051
C -1.6812 -0.4313 -0.0466 -0.226 -0.103 0.173
H 0.3161 -0.6622 2.0741 0.127 0.029 -0.140
H 2.0676 -0.4837 1.9231 -0.116 -0.015 -0.066
H 1.1432 -1.3458 0.6573 0.015 0.144 0.092
H 0.4783 2.0397 -0.9871 -0.217 -0.114 0.069
H 0.1661 0.2802 -2.7358 0.047 -0.056 0.200
H 0.3995 -1.0502 -1.4932 -0.027 0.209 0.046
H -1.0647 -1.3032 0.2169 -0.129 0.174 -0.030
H -1.9990 0.0692 0.8760 0.162 0.025 -0.195
H -2.5893 -0.7982 -0.5324 0.126 0.017 -0.007

Entry 2:
16
Properties=species:S:1:pos:R:3:forces:R:3 method="wB97M-V/def2-TZVPD" charge=0 fmax_ev_per_a=0.74 energy_ev=-8862.8241
C 0.5104 1.7882 0.7191 -0.003 -0.005 0.058
C 1.3891 0.5771 0.4650 0.111 0.240 0.034
N 1.1418 -0.7249 1.0631 -0.238 -0.067 0.149
C 0.9311 -0.5847 -0.3784 -0.048 0.065 -0.325
C -0.3566 -0.1974 -1.0126 0.241 0.442 0.175
C -1.8386 -1.3482 -0.7894 -0.098 -0.207 -0.101
O -1.4210 -0.2194 -0.0648 0.065 0.065 -0.034
H 0.6620 2.5315 -0.0712 0.029 -0.111 0.136
H 0.7679 2.2504 1.6765 0.062 -0.063 -0.093
H -0.5520 1.5411 0.7385 0.205 0.095 0.080
H 2.4472 0.8233 0.3823 -0.138 -0.121 0.009
H 0.2321 -0.7196 1.5221 0.023 0.040 -0.009
H 1.6827 -1.0556 -1.0110 -0.269 0.100 0.043
H -1.0912 -1.1354 -1.7576 -0.404 -0.614 -0.003
H -2.8585 -1.2143 -1.1662 0.286 -0.106 -0.076
H -1.6463 -2.3119 -0.3154 0.175 0.245 -0.042

Entry 3:
16
Properties=species:S:1:pos:R:3:forces:R:3 method="wB97M-V/def2-TZVPD" charge=0 fmax_ev_per_a=0.70 smiles=C[C@H]1N[C@H]1[C@H]1CO1 energy_ev=-8866.1131
C -1.7828 -0.1373 -0.5126 0.023 -0.169 0.021
C -1.1303 0.7042 0.5642 0.049 0.328 -0.360
N -0.6620 0.2414 1.8519 -0.265 0.281 0.570
C 0.3281 0.5872 0.8577 0.027 0.216 -0.176
C 1.0877 -0.4947 0.1693 -0.197 -0.152 0.110
C 1.8292 -0.2638 -1.0751 -0.078 0.006 -0.145
O 2.4975 -0.4059 0.1720 0.317 0.008 0.124
H -1.7528 0.3983 -1.4720 -0.028 -0.048 0.271
H -2.8312 -0.3406 -0.2740 0.097 0.049 -0.019
H -1.2830 -1.0964 -0.6784 -0.065 0.108 0.134
H -1.5652 1.6911 0.6538 -0.032 0.133 -0.126
H -0.7629 -0.7376 2.0316 0.006 -0.676 -0.183
H 0.9163 1.4626 1.1098 0.030 0.050 -0.156
H 0.6921 -1.4815 0.4125 0.207 -0.103 -0.322
H 1.9926 -1.0597 -1.7996 -0.056 -0.001 0.186
H 1.8499 0.7402 -1.4930 -0.037 -0.031 0.071

Entry 4:
16
Properties=species:S:1:pos:R:3:forces:R:3 method="wB97M-V/def2-TZVPD" charge=0 fmax_ev_per_a=5.15 smiles=C[C@H]1OC[C@H]2N[C@@H]21 energy_ev=-8862.9623
C -2.0130 -0.5830 0.1075 -2.486 -4.479 0.485
C -0.6404 -0.3047 -0.3669 0.591 -0.521 -1.713
O -0.6386 1.1061 -0.0925 1.613 2.016 -0.229
C 0.7164 1.6053 0.2477 0.615 -3.091 2.476
C 1.4312 0.3417 -0.3211 1.994 0.113 1.994
N 2.0719 -1.0093 0.1466 -1.113 3.675 2.404
C 0.6926 -0.7326 0.3681 -3.133 0.214 -0.680
H -2.1026 -0.8190 1.2103 0.430 0.742 -0.955
H -2.8382 0.1366 -0.1549 1.300 -0.594 0.000
H -2.2948 -1.6471 -0.3352 0.147 2.035 0.636
H -0.4762 -0.5759 -1.4663 -0.668 0.605 1.121
H 1.0375 2.5055 -0.2333 -0.481 0.649 -0.189
H 0.7738 1.5679 1.4110 0.133 0.884 -2.079
H 1.3752 0.4550 -1.3755 -0.231 -0.696 -0.905
H 2.4917 -1.5139 -0.5551 0.419 -1.343 -2.390
H 0.4134 -0.5325 1.4096 0.872 -0.210 0.024

Entry 5:
16
Properties=species:S:1:pos:R:3:forces:R:3 method="wB97M-V/def2-TZVPD" charge=0 fmax_ev_per_a=0.99 smiles="N/C=C/CCC=O" energy_ev=-8867.5556
N 0.7835 2.2866 1.8481 0.088 0.347 -0.223
C 0.7229 1.6922 0.5829 -0.435 -0.661 0.589
C 0.9517 0.4027 0.3390 0.217 0.396 -0.410
C 0.8002 -0.1728 -1.0403 -0.602 -0.600 -0.016
C 0.0396 -1.5184 -1.0128 0.177 -0.180 0.583
C -1.2319 -1.4828 -0.1973 -0.083 -0.240 -0.458
O -2.3260 -1.4055 -0.6946 -0.014 0.122 0.099
H 1.2756 1.7506 2.5484 0.025 -0.042 -0.104
H 1.1300 3.2348 1.8186 -0.103 -0.004 0.111
H 0.2686 2.2970 -0.1908 0.263 0.286 -0.066
H 1.2887 -0.2447 1.1437 0.134 -0.039 -0.044
H 1.7601 -0.3894 -1.5041 0.225 0.149 -0.030
H 0.2718 0.5262 -1.6877 0.011 0.118 0.006
H 0.7065 -2.2233 -0.5093 0.004 -0.174 0.041
H -0.1990 -1.9454 -1.9853 0.050 0.329 -0.186
H -1.1293 -1.6110 0.8944 0.044 0.193 0.108

Entry 6:
16
Properties=species:S:1:pos:R:3:forces:R:3 method="wB97M-V/def2-TZVPD" charge=0 fmax_ev_per_a=1.87 energy_ev=-8866.6458
C 2.4947 0.3574 0.1705 0.252 -0.015 -0.018
O 1.1198 0.6587 0.2559 -0.030 -0.118 -0.036
C 0.3176 -0.4954 0.2972 -0.254 -0.347 0.052
C -1.1311 -0.0167 0.3389 -0.586 0.927 1.518
C -1.5788 0.7110 -0.9157 -0.039 -0.025 -0.102
C -2.4861 -2.1133 0.5401 -0.869 -1.214 0.247
N -2.0503 -1.0563 0.7302 1.092 0.019 -1.322
H 3.0291 1.3100 0.1447 -0.067 -0.167 0.003
H 2.7308 -0.2113 -0.7436 -0.090 0.105 0.163
H 2.8399 -0.2234 1.0413 -0.117 0.107 -0.149
H 0.5376 -1.1038 1.1903 -0.029 0.127 -0.153
H 0.4764 -1.1288 -0.5925 0.008 0.104 0.100
H -1.2513 0.6291 1.2163 0.661 0.634 -0.402
H -2.6182 1.0409 -0.8258 0.192 -0.057 0.001
H -0.9360 1.5844 -1.0572 -0.109 -0.158 -0.018
H -1.4940 0.0575 -1.7906 -0.015 0.077 0.116

Entry 7:
16
Properties=species:S:1:pos:R:3:forces:R:3 method="wB97M-V/def2-TZVPD" charge=0 fmax_ev_per_a=2.07 smiles="C=CCCC(N)=O" energy_ev=-8867.8517
C -1.3001 1.1411 -0.6506 -0.194 -0.155 -0.197
C -1.3973 0.0786 0.1498 -0.815 0.087 -0.950
C -0.5658 -1.1725 0.0300 -0.227 -0.372 0.092
C 0.8596 -0.9781 -0.4604 -0.178 -0.193 0.101
C 1.5334 0.2059 0.1542 0.530 1.377 -1.264
N 1.1464 0.6914 1.3765 -1.866 -0.072 0.361
O 2.3110 0.8280 -0.5363 1.131 0.001 -0.135
H -1.9085 2.0348 -0.5558 -0.187 -0.272 0.154
H -0.6431 1.1529 -1.5123 0.426 0.048 0.241
H -2.2450 0.0183 0.8284 0.298 0.196 0.331
H -0.5587 -1.6758 1.0004 -0.029 -0.005 -0.079
H -1.0689 -1.8366 -0.6763 -0.109 -0.165 0.144
H 0.9108 -0.8096 -1.5427 -0.031 -0.059 0.293
H 1.4795 -1.8541 -0.2472 -0.187 -0.058 -0.003
H 1.6118 1.5834 1.5677 -0.308 -0.416 -0.205
H 0.0954 0.8087 1.2419 1.746 0.058 1.114

Entry 8:
16
Properties=species:S:1:pos:R:3:forces:R:3 method="wB97M-V/def2-TZVPD" charge=0 fmax_ev_per_a=1.22 smiles=C[C@@H](O)[C@@H](C)C#N energy_ev=-8868.1108
C -1.3189 -0.5995 -0.9133 0.016 0.033 -0.021
C -0.8493 -0.1366 0.4520 -0.022 0.195 -0.227
O -1.0323 -1.2460 1.3126 0.024 0.009 0.252
C 0.6422 0.3404 0.5071 0.046 0.023 0.027
C 1.5439 -0.0779 -0.6615 0.015 -0.052 -0.069
C 0.6908 1.8018 0.6671 -0.009 1.113 0.147
N 0.7025 2.9530 0.7947 -0.005 -1.214 -0.162
H -1.1570 0.1645 -1.6769 -0.036 -0.062 0.058
H -2.3853 -0.8303 -0.8610 0.121 0.055 -0.027
H -0.7907 -1.5141 -1.1969 -0.040 0.134 -0.016
H -1.4740 0.7092 0.7796 0.081 -0.221 -0.018
H -0.9488 -0.9326 2.2198 -0.045 -0.136 0.016
H 1.0552 -0.0940 1.4270 -0.034 0.139 -0.112
H 2.5690 0.2591 -0.4803 -0.161 -0.072 -0.029
H 1.2021 0.3686 -1.5999 0.063 -0.088 0.146
H 1.5503 -1.1657 -0.7702 -0.014 0.144 0.035

Entry 9:
16
Properties=species:S:1:pos:R:3:forces:R:3 method="wB97M-V/def2-TZVPD" charge=0 fmax_ev_per_a=1.08 smiles=N#CC1CCC1.O energy_ev=-8867.0191
N -2.1162 -2.2810 1.5137 0.584 0.690 -0.261
C -1.4131 -1.4717 1.0796 -0.635 -0.753 0.453
C -0.5314 -0.4997 0.4544 -0.165 -0.193 -0.091
C 0.6078 0.1849 1.2463 0.133 0.033 -0.334
C 1.3985 0.1537 -0.1936 0.071 0.024 0.298
C 0.5222 -1.0447 -0.5275 -0.016 -0.289 -0.153
H -1.1406 0.2849 -0.0064 0.158 -0.334 -0.102
H 0.9952 -0.5060 2.0219 0.271 0.165 -0.813
H 0.2867 1.0699 1.8310 0.517 0.002 -0.823
H 1.1500 0.9278 -0.9372 -0.067 0.241 1.027
H 2.4695 -0.0578 -0.3193 -0.190 0.267 0.772
H 1.0026 -1.9387 -0.1274 -0.309 -0.152 0.062
H 0.2715 -1.2193 -1.5746 -0.208 0.084 0.110
O -0.8404 2.0098 -1.4840 0.278 -0.063 -0.045
H -1.2129 2.5289 -0.7517 -0.326 -0.226 -0.911
H -1.4495 1.8588 -2.2250 -0.096 0.505 0.810

Entry 10:
16
Properties=species:S:1:pos:R:3:forces:R:3 method="wB97M-V/def2-TZVPD" charge=0 fmax_ev_per_a=0.39 energy_ev=-8863.1332
C -2.0898 0.2103 -0.2719 -0.018 -0.039 -0.017
C -1.0790 0.3922 0.8334 -0.088 0.239 -0.085
N -0.6655 -0.7671 1.6514 -0.036 -0.244 0.047
C 0.2667 -0.1901 0.7312 -0.133 -0.127 -0.341
C 1.1110 -0.6713 -0.2760 -0.217 0.009 0.193
C 1.9083 0.4090 -0.9010 -0.148 -0.087 -0.214
O 2.6185 0.4490 0.3126 0.190 0.235 0.243
H -2.0259 1.0263 -0.9999 0.000 -0.113 0.111
H -3.1077 0.2014 0.1330 0.126 0.011 -0.047
H -1.9186 -0.7324 -0.8056 -0.003 0.130 0.082
H -1.1961 1.3016 1.4207 0.026 -0.137 -0.077
H -1.0791 -1.6229 1.2831 0.033 0.087 0.038
H 1.4296 0.4241 1.0220 0.320 -0.018 -0.164
H 1.5074 -1.6833 -0.3034 -0.055 0.120 0.011
H 2.5281 0.1105 -1.7532 -0.077 0.024 0.143
H 1.3394 1.3157 -1.1454 0.081 -0.089 0.077

Entry 11:
16
Properties=species:S:1:pos:R:3:forces:R:3 method="wB97M-V/def2-TZVPD" charge=0 fmax_ev_per_a=0.42 smiles="C[C@H]1N/C1=C/CO" energy_ev=-8866.3653
C 1.9421 1.0396 -0.2839 0.028 0.045 -0.032
C 0.9695 0.5812 0.7771 0.200 -0.184 -0.064
N -0.0829 1.5178 1.2524 -0.135 0.215 -0.027
C -0.4361 0.4525 0.4285 -0.075 -0.119 -0.131
C -1.4098 -0.1432 -0.2423 0.050 0.059 0.155
C -1.2272 -1.5324 -0.7848 0.149 0.240 -0.314
O -1.7969 -2.4853 0.1010 0.036 -0.068 0.251
H 2.4201 0.1850 -0.7734 -0.061 0.099 0.091
H 2.7273 1.6664 0.1530 -0.085 -0.100 -0.051
H 1.4212 1.6185 -1.0548 0.064 -0.087 0.111
H 1.3922 -0.0279 1.5755 -0.082 0.115 -0.087
H -0.0635 2.4381 0.8205 -0.009 -0.105 -0.044
H -2.4052 0.2934 -0.2737 0.104 -0.042 0.082
H -1.7433 -1.6735 -1.7389 0.085 0.078 0.095
H -0.1562 -1.7330 -0.9462 -0.172 0.019 0.056
H -1.5513 -2.1971 0.9899 -0.098 -0.165 -0.092

Entry 12:
16
Properties=species:S:1:pos:R:3:forces:R:3 method="wB97M-V/def2-TZVPD" charge=0 fmax_ev_per_a=13.81 energy_ev=-8864.8952
C -1.1570 1.8358 -1.4547 -2.202 0.364 2.736
C -0.5622 0.5334 -0.6905 -2.441 1.370 -6.502
C -0.5035 0.0410 0.4967 2.047 1.758 3.285
C -0.8380 0.8848 1.8013 0.465 -2.306 -0.049
N 0.2948 -1.1010 0.6948 -1.269 -2.400 5.376
C 1.4487 -1.4443 0.0294 0.541 -3.126 12.215
O 1.5769 -1.1989 -1.0257 2.463 2.763 -13.310
H -2.1306 1.6448 -2.1254 3.000 -0.176 0.593
H -1.7446 2.5419 -0.7565 1.249 -0.891 -0.290
H -0.3048 2.4732 -1.7922 -0.955 -0.800 -0.572
H -0.3768 -0.1758 -1.5317 0.342 0.521 1.022
H -1.3917 0.0432 2.4329 1.367 2.336 -0.351
H -1.5614 1.5344 1.4150 -1.499 1.028 -0.108
H -0.0458 1.6328 2.2809 -1.234 -2.475 -0.796
H 0.1256 -1.5533 1.6847 0.872 1.266 -2.741
H 2.4240 -1.9466 0.6420 -2.747 0.770 -0.509

Repeat the eighth record exactly.
16
Properties=species:S:1:pos:R:3:forces:R:3 method="wB97M-V/def2-TZVPD" charge=0 fmax_ev_per_a=1.22 smiles=C[C@@H](O)[C@@H](C)C#N energy_ev=-8868.1108
C -1.3189 -0.5995 -0.9133 0.016 0.033 -0.021
C -0.8493 -0.1366 0.4520 -0.022 0.195 -0.227
O -1.0323 -1.2460 1.3126 0.024 0.009 0.252
C 0.6422 0.3404 0.5071 0.046 0.023 0.027
C 1.5439 -0.0779 -0.6615 0.015 -0.052 -0.069
C 0.6908 1.8018 0.6671 -0.009 1.113 0.147
N 0.7025 2.9530 0.7947 -0.005 -1.214 -0.162
H -1.1570 0.1645 -1.6769 -0.036 -0.062 0.058
H -2.3853 -0.8303 -0.8610 0.121 0.055 -0.027
H -0.7907 -1.5141 -1.1969 -0.040 0.134 -0.016
H -1.4740 0.7092 0.7796 0.081 -0.221 -0.018
H -0.9488 -0.9326 2.2198 -0.045 -0.136 0.016
H 1.0552 -0.0940 1.4270 -0.034 0.139 -0.112
H 2.5690 0.2591 -0.4803 -0.161 -0.072 -0.029
H 1.2021 0.3686 -1.5999 0.063 -0.088 0.146
H 1.5503 -1.1657 -0.7702 -0.014 0.144 0.035